DFT (wB97M-V/def2-TZVPD) results for C11H21BrNO9P2Pd as an isolated structure.

```
46
Properties=species:S:1:pos:R:3:forces:R:3
Pd -0.254 0.439 -0.021 -0.05 -0.23 0.28
C -3.398 -0.050 0.865 0.06 0.06 -0.04
O -2.577 1.066 0.516 -0.29 0.13 0.03
C -3.070 1.814 -0.594 0.07 -0.02 0.07
C -2.498 1.306 -1.895 0.00 0.03 -0.04
O -1.087 1.540 -1.880 -0.06 -0.04 0.16
C -0.460 1.065 -3.078 0.04 0.02 0.02
H -4.386 0.300 1.171 -0.01 -0.02 0.00
H -2.909 -0.545 1.701 -0.01 -0.01 0.00
H -3.488 -0.750 0.032 -0.01 -0.02 0.00
H -2.753 2.847 -0.438 -0.01 0.01 -0.01
H -4.162 1.783 -0.615 -0.01 0.00 -0.04
H -2.943 1.850 -2.734 0.00 0.01 0.00
H -2.686 0.235 -2.026 -0.01 0.00 0.00
H -0.896 1.571 -3.942 0.00 0.00 0.00
H -0.584 -0.016 -3.169 0.00 0.00 -0.01
H 0.596 1.306 -3.001 0.00 -0.01 0.00
C 2.291 -3.330 0.754 -0.01 0.01 0.02
C 1.369 -2.861 -0.366 0.02 -0.10 -0.02
O 1.065 -3.913 -1.288 -0.04 0.03 0.00
P 2.132 -1.560 -1.406 -0.07 0.12 0.02
O 3.650 -1.999 -1.469 0.03 -0.07 0.04
O 1.514 -1.758 -2.843 0.03 -0.02 -0.03
O 1.928 -0.177 -0.916 0.30 -0.08 -0.13
P -0.183 -2.164 0.336 0.31 0.03 0.16
O -0.926 -3.502 0.760 -0.07 0.00 -0.14
O 0.091 -1.252 1.506 0.01 0.03 -0.08
O -0.919 -1.395 -0.769 0.01 0.44 0.06
H 3.207 -3.739 0.334 -0.01 -0.01 -0.01
H 1.791 -4.108 1.333 -0.01 0.01 0.01
H 2.533 -2.509 1.429 0.01 0.00 -0.01
H 0.589 -4.614 -0.825 0.02 -0.01 0.00
H 4.279 -1.303 -1.696 -0.02 0.02 -0.02
H 1.324 -2.689 -3.045 -0.02 0.00 0.01
H -1.282 -3.486 1.658 -0.03 0.02 -0.01
Br 2.458 4.251 4.586 -0.01 0.00 -0.01
C 1.660 3.333 3.164 -0.01 -0.01 -0.04
C 0.283 3.173 3.119 0.05 0.05 -0.01
C -0.262 2.472 2.065 -0.10 0.08 -0.11
N 0.491 1.958 1.085 -0.07 -0.47 -0.02
C 1.820 2.119 1.127 0.01 0.10 -0.19
C 2.442 2.807 2.146 -0.04 0.06 0.01
H -0.358 3.576 3.889 0.01 0.00 0.01
H -1.329 2.311 1.985 0.00 -0.08 0.00
H 2.381 1.678 0.314 -0.02 -0.08 0.03
H 3.516 2.918 2.142 0.00 0.01 0.02
```
Forces are in eV/Å.

Values from the calculation:
- M (g/mol) = 559.6
- E_HOMO (spin up / spin down) (eV) = -11.917 / -11.916
- ΔE to the lowest compared entry with this formula, charge and spin (kcal/mol) = 21.7
- calculated total energy (eV) = -123764.0004
- frontier orbital gap (spin up / spin down) (eV) = 7.825 / 7.824
- net charge = +1

DFT (wB97M-V/def2-TZVPD) results for a 2-piece molecular cluster, C11H21Cl3FN2O3P overall in a non-equilibrium geometry.

```
42
Properties=species:S:1:pos:R:3:forces:R:3
C -2.099 1.076 1.030 -0.38 0.56 0.99
C -1.360 2.497 0.678 -0.91 0.01 -0.46
C -0.123 2.369 -0.413 -0.01 0.51 2.25
N -0.568 1.373 -1.460 1.93 1.44 -1.11
C 0.534 0.990 -2.421 0.88 0.21 1.78
P -0.297 -0.365 -3.499 -0.19 0.46 -3.67
N -0.338 -0.032 -5.082 0.45 0.77 2.20
O 1.123 2.197 -3.092 2.70 -0.34 1.27
C 2.522 2.452 -2.612 2.63 3.05 -2.53
O 3.383 3.353 -3.159 -6.71 -6.80 4.52
O 2.785 1.497 -1.484 -1.83 0.82 -2.89
C 1.940 0.357 -1.871 0.07 -0.83 -0.78
Cl 2.772 -0.178 -3.477 -0.25 -0.12 0.60
C 1.959 -1.032 -1.009 0.27 0.32 1.46
C 0.839 -1.138 0.182 0.00 -1.25 0.54
C -0.463 -2.062 -0.298 0.85 0.61 1.19
F -1.049 -2.600 0.974 0.86 1.00 -2.55
H -3.060 1.336 1.689 2.14 -0.56 -1.36
H -2.501 0.481 0.104 1.11 1.16 1.78
H -1.384 0.450 1.730 -1.57 0.98 -1.66
H -1.038 2.980 1.695 -0.33 -0.86 -2.10
H -2.185 3.207 0.214 1.69 -1.33 0.87
H 0.839 1.999 0.187 -2.11 0.53 -1.57
H 0.139 3.435 -0.819 -0.52 -2.03 0.55
H -1.285 1.885 -2.060 1.01 -0.99 0.89
H -1.647 -0.556 -2.982 1.14 0.08 0.23
H 0.369 -1.662 -3.338 -0.59 1.04 0.75
H 0.154 0.881 -5.189 -0.45 -0.83 -0.25
H 3.021 -1.136 -0.489 -2.17 0.43 -1.35
H 1.830 -1.972 -1.709 0.34 2.27 1.19
H 0.528 -0.119 0.666 0.49 -2.01 -1.23
H 1.346 -1.772 1.058 -1.19 1.34 -1.92
H -1.285 -1.435 -0.856 1.55 -1.39 1.26
H -0.075 -2.980 -0.912 -0.94 1.71 1.21
Cl -1.243 0.050 4.579 0.06 0.06 0.02
C -1.317 -1.723 4.425 -0.04 -0.38 -0.06
C -0.163 -2.410 5.140 -0.34 -0.07 0.13
Cl 1.399 -2.109 4.339 0.04 0.06 -0.01
H -1.335 -1.971 3.359 0.11 0.09 0.20
H -2.267 -2.039 4.865 0.21 0.04 0.02
H -0.317 -3.493 5.137 -0.03 0.19 -0.09
H -0.081 -2.081 6.180 0.02 0.03 -0.28
```
Forces are in eV/Å.

Values from the calculation:
- M (g/mol) = 385.6
- E_HOMO (eV) = -8.783
- ΔE to the lowest compared entry with this formula, charge and spin (kcal/mol) = 65.2
- calculated total energy (eV) = -70437.1113
- frontier orbital gap (eV) = 8.676

DFT (wB97M-V/def2-TZVPD) results for C11H21Cl4O4P2Sn as an isolated structure in a non-equilibrium geometry.

```
43
Properties=species:S:1:pos:R:3:forces:R:3
C 0.357 0.028 -4.975 0.50 0.46 -0.26
C 0.623 0.448 -3.604 3.31 0.29 4.52
H 1.177 -0.063 -5.712 -0.26 0.30 0.74
H -0.338 0.866 -5.188 -0.20 -0.89 -1.03
H -0.138 -0.936 -4.782 -0.27 0.42 -0.86
O 1.491 0.733 -2.777 -1.55 -0.63 -3.53
Cl -0.961 0.330 -2.733 -1.68 -0.27 0.62
Sn -0.101 -0.061 0.679 0.84 0.57 -0.10
P -0.100 2.549 0.005 0.88 1.70 0.76
C 1.498 3.295 0.503 0.45 -0.50 0.09
C -0.414 3.368 -1.580 -0.35 -1.14 -0.99
H -0.592 4.440 -1.385 0.11 -0.43 0.25
H -1.428 4.264 0.959 0.02 0.01 0.03
H -1.302 2.910 -2.046 0.27 0.48 0.08
H -2.291 2.697 0.929 -0.01 0.27 0.12
H 2.296 2.967 -0.199 -0.46 0.28 0.43
H 0.445 3.237 -2.263 -0.34 0.07 0.40
C -1.335 3.192 1.141 -0.45 -0.75 0.03
H 1.389 4.411 0.436 -0.08 -0.95 0.03
H -1.067 3.002 2.181 0.03 0.07 0.00
H 1.775 3.013 1.538 -0.13 0.25 -0.50
P 0.057 -2.545 -0.165 0.48 -1.59 -0.03
C 1.584 -3.265 0.477 0.75 0.29 0.25
C -1.290 -3.302 0.736 -0.62 0.60 0.29
H -0.939 -2.743 -2.386 0.49 -0.36 0.25
H -0.089 -4.264 -1.850 0.05 0.76 0.25
H 0.865 -2.839 -2.461 -0.50 -0.21 0.41
C -0.034 -3.148 -1.886 -0.22 0.92 -0.67
H -2.231 -2.797 0.488 0.04 -0.23 0.04
H -1.361 -4.351 0.446 0.07 -0.06 -0.06
H 1.513 -4.377 0.399 -0.13 0.71 0.00
H 1.743 -2.993 1.535 -0.07 -0.20 -0.34
H -1.141 -3.230 1.818 0.05 -0.02 -0.09
H 2.462 -2.929 -0.112 -0.48 -0.20 0.27
C 2.337 0.119 1.477 3.41 0.24 1.40
O 3.280 0.192 2.120 -3.02 -0.23 -2.10
Cl -1.344 -2.092 4.868 -0.04 -0.32 -0.20
C -1.340 -0.354 4.598 -0.25 0.48 -0.41
Cl -2.988 0.316 4.677 0.48 -0.27 -0.32
Cl -0.346 0.443 5.765 0.43 0.26 0.23
C -0.714 -0.196 3.166 0.24 -0.23 1.13
O 0.560 -0.139 2.999 -3.71 -0.08 -1.24
O -1.567 -0.196 2.168 1.90 0.13 0.12
```
Forces are in eV/Å.

Values from the calculation:
- M (g/mol) = 539.8
- E_HOMO (eV) = -18.711
- ΔE to the lowest compared entry with this formula, charge and spin (kcal/mol) = 0.0
- calculated total energy (eV) = -94407.1467
- frontier orbital gap (eV) = 6.142
- net charge = +3

DFT (wB97M-V/def2-TZVPD) results for C11H21ClF5IrO2P2 as an isolated structure in a non-equilibrium geometry.

```
43
Properties=species:S:1:pos:R:3:forces:R:3
C 0.195 2.986 -5.317 -1.57 0.29 -0.38
C 0.266 1.953 -4.230 1.73 -0.04 0.10
H -0.865 3.131 -5.536 0.05 0.13 -0.13
H 0.688 2.635 -6.236 0.19 -0.17 0.46
H 0.611 3.945 -4.978 0.20 -0.43 0.17
O -0.657 1.372 -3.693 1.09 0.47 -0.39
Cl 1.948 1.608 -3.739 -1.65 -0.12 0.02
Ir -0.153 -0.387 0.710 0.54 0.86 1.34
P 0.086 -2.080 -0.776 0.33 -0.96 -1.06
C -1.295 -3.264 -0.647 0.09 -0.01 -0.07
C 0.252 -1.749 -2.547 0.07 0.03 -0.45
H 0.434 -2.704 -3.077 -0.13 0.52 0.13
H 1.657 -3.875 -1.018 0.03 0.19 0.13
H 1.085 -1.056 -2.730 -0.10 -0.36 0.15
H 2.467 -2.379 -0.447 -0.12 -0.13 0.07
H -2.222 -2.800 -0.998 0.16 -0.11 0.06
H -0.663 -1.270 -2.921 0.11 -0.31 0.08
C 1.585 -3.016 -0.334 -0.02 -0.17 -0.23
H -1.061 -4.142 -1.265 -0.08 0.21 0.08
H 1.516 -3.397 0.688 0.12 0.18 -0.30
H -1.415 -3.603 0.388 -0.02 0.16 -0.28
P -0.084 1.857 1.562 0.32 1.65 0.45
C -1.524 2.268 2.639 -0.01 -0.27 -0.18
C 1.363 2.101 2.672 0.06 -0.03 -0.23
H 0.904 3.205 -0.210 -0.24 0.01 0.16
H 0.123 4.246 1.018 -0.08 -0.53 -0.16
H -0.887 3.366 -0.172 0.25 -0.01 0.12
C 0.024 3.307 0.440 -0.04 -0.03 -0.10
H 2.285 1.932 2.102 -0.15 0.06 0.17
H 1.366 3.124 3.084 -0.13 -0.28 -0.31
H -1.388 3.251 3.116 0.16 -0.29 -0.29
H -1.629 1.517 3.432 0.04 0.12 -0.25
H 1.320 1.398 3.502 0.07 0.11 -0.15
H -2.445 2.293 2.043 0.19 -0.03 0.13
C -1.986 -0.544 1.047 -5.33 -0.81 1.57
O -3.081 -0.721 1.422 3.53 0.68 -1.43
F 0.115 -0.353 3.570 0.61 -1.24 -1.15
C 0.464 -1.238 2.503 0.13 0.39 0.58
F 1.837 -1.370 2.461 -1.06 -0.05 0.56
C -0.172 -2.573 2.972 0.04 -1.04 1.63
F 0.459 -2.874 4.120 -0.61 -0.06 -0.42
F -1.504 -2.433 3.216 1.41 0.01 -0.50
F -0.019 -3.668 2.165 -0.13 1.39 0.29
```
Forces are in eV/Å.

Values from the calculation:
- M (g/mol) = 569.9
- E_HOMO (spin up / spin down) (eV) = -13.644 / -16.487
- ΔE to the lowest compared entry with this formula, charge and spin (kcal/mol) = 0.7
- <S²> = 6.016
- calculated total energy (eV) = -63349.2146
- frontier orbital gap (spin up / spin down) (eV) = 4.909 / 3.294
- net charge = +2
- 2S+1 = 5

DFT (wB97M-V/def2-TZVPD) results for C11H21F5IO2P2Ti as an isolated structure in a non-equilibrium geometry.

```
43
Properties=species:S:1:pos:R:3:forces:R:3
C -0.067 0.008 -5.822 0.00 -1.33 0.14
C -0.051 0.848 -4.648 0.03 6.65 1.40
H -0.067 0.581 -6.797 0.00 -0.04 1.25
H -0.962 -0.644 -5.745 0.30 0.26 -0.12
H 0.816 -0.661 -5.757 -0.29 0.26 -0.12
O -0.041 1.842 -4.028 -0.04 -5.94 -2.56
I -0.044 -1.672 -1.692 -0.07 -0.27 -0.83
Ti -0.067 -0.163 0.395 0.02 -2.57 0.41
P 2.429 -0.048 0.299 1.22 -0.28 0.37
C 3.249 1.253 1.255 -0.03 0.14 0.16
C 3.104 -1.612 0.948 0.08 -0.01 -0.12
H 4.195 -1.551 0.848 -0.18 -0.17 0.13
H 4.328 0.021 -1.175 -0.36 0.08 -0.14
H 2.729 -2.462 0.368 0.09 0.15 0.06
H 2.858 -0.605 -2.025 0.22 0.05 0.14
H 2.938 1.182 2.299 0.19 0.16 -0.16
H 2.827 -1.752 1.996 0.13 0.02 -0.22
C 3.242 0.136 -1.317 -0.22 0.03 -0.18
H 4.343 1.166 1.185 -0.32 0.00 0.03
H 3.012 1.136 -1.702 0.21 -0.10 0.00
H 2.937 2.223 0.857 0.14 -0.02 0.09
P -2.543 -0.024 0.336 -1.23 -0.42 0.36
C -3.291 1.262 1.362 -0.03 0.16 0.06
C -3.336 0.218 -1.277 0.01 0.13 -0.18
H -2.822 -2.424 0.406 -0.17 0.07 0.09
H -4.358 -1.551 0.727 0.25 -0.10 0.13
H -3.093 -1.688 2.008 -0.12 0.00 -0.27
C -3.280 -1.581 0.935 0.05 0.00 -0.11
H -2.974 -0.522 -1.995 -0.21 0.03 0.15
H -4.421 0.113 -1.111 0.35 0.10 -0.27
H -4.388 1.255 1.258 0.39 0.00 0.10
H -2.898 2.233 1.043 -0.22 -0.03 0.13
H -3.106 1.219 -1.663 -0.18 -0.15 0.09
H -3.000 1.080 2.400 -0.17 0.14 -0.12
C -0.095 1.790 0.722 0.54 7.80 3.20
O -0.028 2.854 1.217 -0.45 -5.10 -2.69
F -0.034 -2.121 2.342 0.26 1.21 0.14
C -0.169 -0.735 2.540 -0.87 -0.48 0.59
F -1.436 -0.579 3.162 0.98 -0.12 -1.11
C 0.711 -0.179 3.682 0.15 0.16 1.70
F 0.330 -0.669 4.887 0.45 0.53 -1.30
F 2.062 -0.352 3.613 -1.35 0.01 -0.44
F 0.460 1.171 3.663 0.47 -0.99 0.05
```
Forces are in eV/Å.

Values from the calculation:
- M (g/mol) = 517.0
- E_HOMO (spin up / spin down) (eV) = -14.798 / -15.458
- ΔE to the lowest compared entry with this formula, charge and spin (kcal/mol) = 0.0
- <S²> = 0.756
- calculated total energy (eV) = -79207.3803
- frontier orbital gap (spin up / spin down) (eV) = 5.701 / 6.365
- net charge = +2
- 2S+1 = 2